Run i
# C3H8N3

A 2-piece molecular cluster, C3H8N3 overall (ωB97M-V/def2-TZVPD, the Open Molecules 2025 dataset).

Each line ends with the Löwdin charge.
Atoms and positions in Å:
C  -2.0596  1.1986  0.0949  0.041
C  -1.0969  -0.8751  -0.5963  -0.076
C  0.1298  -0.7136  -0.8509  0.087
N  -2.8967  0.2717  0.1912  -0.079
N  -2.3116  -0.9583  -0.1406  0.061
N  2.2530  0.5708  0.2090  0.058
H  -2.6435  2.2471  0.3545  0.106
H  0.4669  -0.7020  -1.8412  0.087
H  1.0794  -0.1916  -0.2537  0.059
H  -3.8933  0.2325  0.2929  0.160
H  -2.7824  -1.9014  0.0577  0.223
H  1.8426  1.3292  0.9044  0.155
H  2.4372  0.9059  -0.7238  0.070
H  3.1055  0.2431  0.5591  0.047

Values from the calculation:
- net charge = +1
- highest occupied orbital energy (eV) = -13.07
- orbital gap (eV) = 8.9



Run ii
# C3H8N3

An isolated ion of composition C3H8N3 and charge +1 (ωB97M-V/def2-TZVPD, the Open Molecules 2025 dataset).

Each line ends with the Löwdin charge.
Atoms and positions in Å:
H  -1.6812  2.1444  0.7063  0.082
N  -1.1927  1.3193  0.3174  0.088
C  -1.7554  0.2718  -0.0708  -0.337
N  -1.0264  -0.8155  -0.2494  -0.016
C  0.2885  -1.0805  0.3224  -0.142
C  1.2386  -0.2376  -0.4958  0.002
N  1.9280  0.7721  -0.0174  0.235
H  -2.7970  0.2803  -0.4504  0.149
H  -1.4416  -1.7226  -0.4965  0.158
H  0.4637  -2.1525  0.2726  0.133
H  0.4291  -0.7191  1.4730  0.181
H  1.5030  -0.5546  -1.5277  0.167
H  2.2993  1.4197  -0.7096  0.160
H  1.7441  1.0747  0.9258  0.140

Values from the calculation:
- SMILES = [H]/N=C/NCC=[NH2+]
- net charge = +1
- highest occupied orbital energy (eV) = -13.38
- orbital gap (eV) = 8.2



How far above the most stable structure does each one sit? In kcal/mol: run i 117.6; run ii 0.0.



Run i
# C2H3BrCl2Si

An isolated molecule of C2H3BrCl2Si (ωB97M-V/def2-TZVPD, the Open Molecules 2025 dataset).

Each line ends with the Löwdin charge.
Atoms and positions in Å:
C  1.6724  0.0775  -0.1389  -0.052
C  0.4841  0.5339  0.2286  -0.328
Si  -1.1067  -0.4405  0.0180  -0.459
Cl  -1.3308  -1.3307  -1.7583  0.344
Cl  -1.5964  -1.6349  1.5449  0.340
Br  -2.9040  1.5137  0.0334  -0.010
H  2.5723  0.6572  -0.0097  0.061
H  1.8023  -0.8955  -0.5882  0.053
H  0.4068  1.5195  0.6704  0.052

Values from the calculation:
- SMILES = C=C[Si](Cl)(Cl)Br
- highest occupied orbital energy (eV) = -9.99
- orbital gap (eV) = 10.0



Run ii
# C2H3BrCl2Si

A 2-piece molecular cluster, C2H3BrCl2Si overall (ωB97M-V/def2-TZVPD, the Open Molecules 2025 dataset).

Each line ends with the Löwdin charge.
Atoms and positions in Å:
C  0.0018  -1.6754  1.7402  -0.117
C  -0.8961  -2.5030  1.1691  -0.331
Si  -2.5978  -1.8086  0.4854  -0.198
Cl  -3.1305  0.0142  1.2015  0.244
Cl  -3.3511  -2.0369  -1.3294  0.273
Br  3.5618  -1.2519  0.1335  0.006
H  0.8995  -2.0206  2.2858  0.054
H  -0.2801  -0.5882  1.7317  0.042
H  -0.5690  -3.4564  0.8105  0.029

Values from the calculation:
- highest occupied orbital energy (spin up / spin down) (eV) = -10.55 / -7.06
- orbital gap (spin up / spin down) (eV) = 10.1 / 3.2



How far above the most stable structure does each one sit? In kcal/mol: run i 0.0; run ii 94.4.



Run i
# C3H8N2O

An isolated molecule of C3H8N2O (ωB97M-V/def2-TZVPD, the Open Molecules 2025 dataset).

Each line ends with the Löwdin charge.
Atoms and positions in Å:
C  0.1938  -1.6689  -1.2161  -0.145
C  -0.5164  -1.0042  -0.0489  -0.268
C  0.2340  0.3210  0.2816  -0.283
N  -0.5535  1.1771  1.0629  0.039
N  -0.1494  2.4287  1.2178  -0.203
O  0.7582  3.2020  0.7461  -0.054
H  -0.3265  -2.6554  -1.4314  0.094
H  1.2205  -1.8182  -0.8907  0.069
H  0.2617  -1.0710  -2.1081  0.059
H  -1.5584  -0.7550  -0.3316  0.111
H  -0.3531  -1.6809  0.8136  0.109
H  0.5261  0.6755  -0.7914  0.142
H  1.1988  0.0767  0.8052  0.137
H  -0.9359  2.7728  1.8910  0.194

Values from the calculation:
- SMILES = CCC/N=[NH+]\[O-]
- highest occupied orbital energy (spin up / spin down) (eV) = -9.86 / -9.86
- orbital gap (spin up / spin down) (eV) = 10.2 / 10.2



Run ii
# C3H8N2O

An isolated molecule of C3H8N2O (ωB97M-V/def2-TZVPD, the Open Molecules 2025 dataset).

Each line ends with the Löwdin charge.
Atoms and positions in Å:
C  1.0096  -0.4860  -1.6152  -0.040
N  0.7671  0.2275  -0.2999  -0.124
N  -0.4158  -0.0356  0.2623  -0.211
C  -0.1996  -0.2152  1.6802  -0.064
C  -1.5018  0.7852  -0.0153  -0.334
O  -2.6543  0.5100  0.0631  0.072
H  1.7327  0.0490  -2.1519  0.053
H  0.0917  -0.4535  -2.1562  0.064
H  1.3140  -1.4966  -1.3491  0.074
H  1.6113  0.5371  0.1261  0.112
H  0.5070  -1.0550  1.9168  0.101
H  0.1547  0.6500  2.1651  0.064
H  -1.1858  -0.5706  2.1055  0.109
H  -1.2308  1.5536  -0.7314  0.124

Values from the calculation:
- SMILES = CNN(C)C=O
- highest occupied orbital energy (eV) = -8.38
- orbital gap (eV) = 9.2



Run iii
# C3H8N2O

A 2-piece molecular cluster, C3H8N2O overall (ωB97M-V/def2-TZVPD, the Open Molecules 2025 dataset).

Each line ends with the Löwdin charge.
Atoms and positions in Å:
C  -0.6017  4.1680  -0.3800  -0.102
N  -0.6310  3.0998  0.2833  -0.092
C  -0.3597  3.2018  1.7161  -0.150
H  -0.3077  4.1769  -1.4304  0.063
H  -0.9080  5.1466  0.0218  0.073
H  -0.5234  2.2590  2.2258  0.062
H  0.6598  3.5630  1.8163  0.073
H  -0.9438  3.9974  2.2091  0.073
N  -0.3687  -3.7192  -1.1655  0.109
C  0.5621  -3.2060  -0.3138  -0.430
O  1.6878  -3.6416  -0.2599  0.005
H  -1.3044  -3.3609  -1.1555  0.089
H  0.0503  -4.3364  -1.8418  0.104
H  0.1911  -2.3999  0.3375  0.123

Values from the calculation:
- SMILES = C=NC.NC=O
- highest occupied orbital energy (eV) = -9.36
- orbital gap (eV) = 10.3



Run iv
# C3H8N2O

A 2-piece molecular cluster, C3H8N2O overall (ωB97M-V/def2-TZVPD, the Open Molecules 2025 dataset).

Each line ends with the Löwdin charge.
Atoms and positions in Å:
C  0.1538  -1.8339  -0.4487  0.061
C  -0.4459  -0.6152  -0.3868  -0.524
N  0.3101  0.5727  -0.7517  0.046
O  -1.7761  -0.4388  -0.7340  0.031
H  -0.4281  -2.7312  -0.3146  0.058
H  1.2268  -1.9199  -0.4163  0.056
H  1.2912  0.4097  -0.9443  0.117
H  -0.1509  1.1499  -1.4468  0.120
H  -2.1056  -1.2708  -1.0958  0.111
C  0.0835  1.4045  1.0839  -0.281
N  1.1281  1.8298  1.6490  -0.016
H  -0.7392  2.0829  0.8836  0.076
H  -0.4196  0.2155  1.1481  0.122
H  1.8718  1.1448  1.7743  0.024

Values from the calculation:
- SMILES = C=C(N)O.C=N
- highest occupied orbital energy (eV) = -8.23
- orbital gap (eV) = 8.6



How far above the most stable structure does each one sit? In kcal/mol: run i 49.2; run ii 25.2; run iii 0.0; run iv 60.0.



Run i
# C3H8N2O

An isolated molecule of C3H8N2O (ωB97M-V/def2-TZVPD, the Open Molecules 2025 dataset).

Each line ends with the Löwdin charge.
Atoms and positions in Å:
C  0.3610  -1.4615  -0.7557  -0.021
C  -0.0246  -0.0648  -0.2980  -0.554
N  -1.2504  0.5015  -0.5750  0.110
C  1.0576  0.8250  0.1567  -0.072
N  0.4044  -0.0274  1.1214  -0.124
O  -0.3816  0.5311  2.0831  -0.019
H  0.7317  -1.4188  -1.7570  0.057
H  -0.5115  -2.2363  -0.7039  0.116
H  1.0863  -1.7715  -0.0075  0.073
H  -1.8871  0.6033  0.1430  0.047
H  -1.5914  0.8171  -1.4589  0.093
H  2.0754  0.5988  -0.0395  0.090
H  0.8990  1.9236  0.3832  0.140
H  -0.9688  1.1800  1.7082  0.064

Values from the calculation:
- SMILES = C[C@]1(N)CN1O
- highest occupied orbital energy (eV) = -8.71
- orbital gap (eV) = 9.7



Run ii
# C3H8N2O

An isolated molecule of C3H8N2O (ωB97M-V/def2-TZVPD, the Open Molecules 2025 dataset).

Each line ends with the Löwdin charge.
Atoms and positions in Å:
C  0.1854  -1.4645  -0.2900  -0.271
C  0.5596  0.9210  -0.1828  -0.514
C  0.1274  2.0799  0.6889  -0.072
N  0.1168  -0.6114  0.7099  0.075
N  -0.7561  -2.3485  -0.6376  0.154
O  -0.0023  0.7260  -1.3286  -0.175
H  -0.8245  -0.4850  1.0728  0.098
H  1.1528  -1.6003  -0.7561  0.142
H  1.6640  0.8131  -0.1505  0.115
H  -1.7195  -2.1564  -0.4113  0.116
H  -0.5923  -2.9765  -1.4063  0.110
H  -0.9564  2.2004  0.6524  0.074
H  0.6025  2.9880  0.3181  0.077
H  0.4425  1.9142  1.7211  0.069

Values from the calculation:
- highest occupied orbital energy (eV) = -8.03
- orbital gap (eV) = 8.8



How far above the most stable structure does each one sit? In kcal/mol: run i 41.9; run ii 0.0.



Run i
# C3H8N2O

An isolated molecule of C3H8N2O (ωB97M-V/def2-TZVPD, the Open Molecules 2025 dataset).

Each line ends with the Löwdin charge.
Atoms and positions in Å:
C  2.0270  -0.8290  0.3686  -0.114
N  0.8278  -0.3382  1.0299  -0.058
C  -0.3466  -0.4892  0.2016  -0.579
O  -0.8458  -1.5364  -0.1630  0.065
N  -0.7364  0.7634  -0.1067  0.008
C  -1.8940  1.1131  -0.8934  -0.066
H  2.0019  -1.9063  0.1800  0.079
H  2.8973  -0.5789  0.9798  0.077
H  2.1303  -0.3137  -0.5923  0.087
H  0.6699  -0.8086  1.9109  0.116
H  -0.1121  1.3913  0.3825  0.135
H  -2.6678  1.5914  -0.2812  0.082
H  -1.6277  1.7821  -1.7190  0.081
H  -2.3022  0.1873  -1.3085  0.086

Values from the calculation:
- SMILES = CNC(=O)NC
- highest occupied orbital energy (eV) = -9.35
- orbital gap (eV) = 10.3



Run ii
# C3H8N2O

An isolated molecule of C3H8N2O (ωB97M-V/def2-TZVPD, the Open Molecules 2025 dataset).

Each line ends with the Löwdin charge.
Atoms and positions in Å:
C  -0.2099  1.8769  -1.2005  -0.020
C  -0.2830  0.9448  -0.0407  -0.536
O  -0.4621  1.3345  1.0857  0.075
N  -0.1491  -0.3990  -0.4172  0.038
C  -0.3829  -1.3450  0.6282  -0.276
N  0.8598  -1.7028  1.3896  -0.010
H  -1.2054  2.2601  -1.4642  0.091
H  0.6070  2.5679  -1.3240  0.078
H  -0.2966  1.3431  -2.1789  0.080
H  0.5294  -0.6927  -1.0996  0.131
H  -1.0377  -0.9736  1.4375  0.121
H  -0.7393  -2.3612  0.2978  0.120
H  1.6747  -1.8495  0.8002  0.052
H  1.0951  -1.0036  2.0862  0.055

Values from the calculation:
- SMILES = CC(=O)NCN
- highest occupied orbital energy (eV) = -9.25
- orbital gap (eV) = 10.1



Run iii
# C3H8N2O

A 2-piece molecular cluster, C3H8N2O overall (ωB97M-V/def2-TZVPD, the Open Molecules 2025 dataset).

Each line ends with the Löwdin charge.
Atoms and positions in Å:
C  0.6459  0.6512  -0.9109  -0.091
C  0.1851  0.9697  0.5247  -0.390
C  0.2553  -0.2630  1.4588  -0.138
N  -0.9537  0.3512  0.9899  -0.013
H  1.5821  1.3598  -1.2554  0.121
H  -0.1911  0.8357  -1.5841  0.048
H  0.9210  -0.4260  -1.0110  0.056
H  0.4952  1.9320  0.9330  0.122
H  0.7462  -1.1402  0.9980  0.102
H  0.6920  0.0967  2.3579  0.076
H  -1.6525  -0.0938  0.4547  0.060
N  -1.9223  -2.8394  -0.9546  0.079
O  -1.4104  -1.7260  -0.9115  -0.089
H  -2.9324  -2.6565  -0.8969  0.057

Values from the calculation:
- SMILES = C[C@@H]1CN1.N=O
- highest occupied orbital energy (eV) = -8.58
- orbital gap (eV) = 7.7



Run iv
# C3H8N2O

An isolated molecule of C3H8N2O (ωB97M-V/def2-TZVPD, the Open Molecules 2025 dataset).

Each line ends with the Löwdin charge.
Atoms and positions in Å:
C  -0.8215  0.9883  0.0503  -0.057
C  -0.1597  -0.3671  -0.1292  -0.457
C  -0.9365  -1.5090  0.5015  -0.072
N  1.2198  -0.4812  0.2160  -0.022
N  2.1464  0.2712  0.0338  -0.023
O  1.9258  1.3758  -0.8541  -0.079
H  -0.7883  1.2774  1.1001  0.087
H  -1.8628  0.9277  -0.2604  0.078
H  -0.3443  1.7586  -0.5475  0.059
H  0.2163  -0.6618  -1.1919  0.177
H  -1.0306  -1.3344  1.5725  0.080
H  -0.4251  -2.4582  0.3557  0.074
H  -1.9340  -1.5769  0.0713  0.076
H  2.7946  1.7897  -0.9179  0.078

Values from the calculation:
- SMILES = CC(C)/N=N\O
- highest occupied orbital energy (eV) = -9.08
- orbital gap (eV) = 10.0



How far above the most stable structure does each one sit? In kcal/mol: run i 0.0; run ii 12.4; run iii 119.6; run iv 68.6.